# 1
{
  "formula": "C31H46BMgN5O8P2S",
  "method": "wB97M-V/def2-TZVPD",
  "energy_ev": -92260.212,
  "e_lumo_ev": 4.11,
  "homo_ev": -2.25,
  "total_charge": -2,
  "gap_ev": 6.36,
  "species": ["Mg", "C", "C", "C", "C", "P", "C", "N", "B", "N", "C", "P", "C", "C", "C", "C", "C", "C", "C", "C", "C", "C", "C", "C", "C", "C", "C", "C", "C", "C", "H", "H", "H", "H", "H", "H", "H", "H", "H", "H", "H", "H", "H", "H", "H", "H", "H", "H", "H", "H", "H", "H", "H", "H", "H", "H", "H", "H", "H", "H", "H", "H", "H", "H", "H", "H", "H", "H", "H", "H", "H", "H", "H", "H", "O", "C", "O", "C", "C", "C", "C", "C", "C", "O", "N", "O", "O", "N", "O", "O", "H", "H", "O", "S", "N"],
  "positions_angstrom": [[0.658, 0.341, -0.583], [2.889, -3.338, 0.838], [1.706, -3.149, 1.800], [2.043, -1.960, 2.714], [1.527, -4.400, 2.653], [0.240, -2.586, 0.770], [-0.938, -2.042, 2.091], [-0.967, -0.601, 2.261], [-0.394, 0.476, 1.408], [-0.975, 1.668, 2.077], [-0.872, 3.081, 1.749], [-0.061, 3.378, 0.102], [1.172, 4.705, 0.599], [2.240, 3.919, 1.379], [0.679, 5.876, 1.457], [1.839, 5.255, -0.667], [-1.464, 4.104, -0.903], [-2.610, 3.082, -0.805], [-0.985, 4.098, -2.366], [-1.978, 5.488, -0.522], [-1.742, 1.317, 3.173], [-2.443, 2.095, 4.078], [-3.163, 1.456, 5.095], [-3.179, 0.072, 5.193], [-2.470, -0.718, 4.277], [-1.749, -0.087, 3.278], [-0.711, -4.058, 0.099], [-1.832, -3.411, -0.740], [-1.343, -5.034, 1.094], [0.204, -4.826, -0.861], [3.800, -3.536, 1.414], [3.052, -2.452, 0.222], [2.740, -4.177, 0.156], [3.041, -2.116, 3.140], [1.334, -1.858, 3.539], [2.052, -1.012, 2.172], [2.394, -4.517, 3.315], [1.462, -5.300, 2.039], [0.635, -4.348, 3.283], [-0.700, -2.527, 3.046], [-1.938, -2.392, 1.814], [-0.315, 3.597, 2.534], [-1.876, 3.519, 1.750], [1.853, 3.528, 2.324], [3.075, 4.591, 1.609], [2.613, 3.081, 0.786], [0.045, 5.564, 2.289], [0.126, 6.609, 0.871], [1.548, 6.389, 1.887], [2.165, 4.457, -1.340], [2.724, 5.838, -0.382], [1.167, 5.922, -1.214], [-2.251, 2.055, -0.914], [-3.313, 3.264, -1.625], [-3.160, 3.168, 0.136], [-0.856, 3.073, -2.722], [-0.039, 4.621, -2.508], [-1.742, 4.577, -2.998], [-2.199, 5.568, 0.547], [-2.906, 5.694, -1.070], [-1.263, 6.271, -0.784], [-2.440, 3.175, 4.000], [-3.717, 2.052, 5.811], [-3.746, -0.406, 5.983], [-2.492, -1.799, 4.349], [-2.658, -3.068, -0.113], [-2.230, -4.152, -1.442], [-1.479, -2.553, -1.317], [-1.884, -4.522, 1.892], [-0.605, -5.692, 1.552], [-2.066, -5.669, 0.566], [0.656, -4.164, -1.605], [-0.381, -5.582, -1.396], [1.010, -5.341, -0.333], [-1.605, 0.453, -3.962], [-0.869, -0.060, -3.124], [-0.828, 0.239, -1.880], [0.051, -1.194, -3.587], [-0.317, -1.848, -4.724], [0.469, -2.886, -5.255], [1.683, -3.202, -4.695], [2.099, -2.539, -3.562], [1.263, -1.583, -2.862], [1.525, -1.174, -1.712], [3.428, -2.908, -3.061], [3.960, -2.195, -2.238], [3.989, -3.871, -3.582], [0.022, -3.616, -6.425], [-1.055, -3.312, -6.921], [0.757, -4.474, -6.903], [-1.223, -1.538, -5.225], [2.314, -3.958, -5.135], [3.119, 2.775, -3.304], [2.417, 1.655, -2.652], [2.248, 1.608, -1.190]],
  "lowdin_charge": [0.395, -0.103, -0.699, -0.102, -0.104, 1.152, -0.322, -0.042, -0.327, -0.035, -0.316, 1.134, -0.699, -0.117, -0.103, -0.106, -0.702, -0.099, -0.095, -0.105, -0.193, -0.034, -0.136, -0.137, -0.034, -0.194, -0.697, -0.096, -0.100, -0.092, 0.081, 0.068, 0.063, 0.081, 0.076, 0.069, 0.078, 0.061, 0.069, 0.078, 0.082, 0.072, 0.076, 0.072, 0.077, 0.048, 0.062, 0.056, 0.075, 0.053, 0.080, 0.063, 0.067, 0.087, 0.071, 0.074, 0.059, 0.082, 0.069, 0.076, 0.062, 0.094, 0.081, 0.081, 0.092, 0.075, 0.083, 0.069, 0.066, 0.057, 0.079, 0.075, 0.083, 0.061, 0.016, -0.613, -0.131, -0.038, 0.051, -0.159, 0.051, -0.065, -0.320, -0.141, -0.347, 0.071, 0.008, -0.374, 0.031, 0.017, 0.123, 0.121, -0.604, 0.674, -0.448]
}

=====

# 2
{
  "formula": "C36H70BBaF4N2O16",
  "method": "wB97M-V/def2-TZVPD",
  "energy_ev": -86431.158,
  "e_lumo_ev": -4.83,
  "homo_ev": -10.39,
  "total_charge": 1,
  "gap_ev": 5.56,
  "species": ["Ba", "B", "F", "F", "F", "F", "C", "C", "C", "C", "C", "C", "N", "O", "O", "H", "H", "H", "H", "H", "C", "C", "C", "C", "C", "C", "N", "O", "O", "H", "H", "H", "H", "H", "C", "O", "C", "C", "O", "C", "H", "H", "H", "H", "H", "H", "H", "H", "H", "H", "C", "O", "C", "C", "O", "C", "H", "H", "H", "H", "H", "H", "H", "H", "H", "H", "C", "O", "C", "C", "O", "C", "H", "H", "H", "H", "H", "H", "H", "H", "H", "H", "C", "O", "C", "C", "O", "C", "H", "H", "H", "H", "H", "H", "H", "H", "H", "H", "C", "O", "C", "C", "O", "C", "H", "H", "H", "H", "H", "H", "H", "H", "H", "H", "C", "O", "C", "C", "O", "C", "H", "H", "H", "H", "H", "H", "H", "H", "H", "H"],
  "positions_angstrom": [[-5.335, -0.311, -1.224], [-1.121, -0.441, 0.287], [-2.016, -1.446, 0.083], [-0.412, -0.651, 1.446], [-0.246, -0.327, -0.700], [-1.910, 0.667, 0.221], [-0.430, 3.886, 6.410], [-0.423, 5.308, 6.484], [-0.262, 5.974, 5.288], [-0.071, 5.311, 4.026], [-0.185, 3.922, 4.002], [-0.338, 3.212, 5.187], [0.320, 6.039, 2.831], [0.248, 5.422, 1.822], [0.598, 7.195, 2.902], [-0.437, 3.348, 7.347], [-0.575, 5.800, 7.433], [-0.276, 7.053, 5.295], [-0.222, 3.410, 3.052], [-0.426, 2.137, 5.147], [2.998, -4.708, -5.079], [2.822, -3.571, -4.371], [3.962, -2.857, -3.799], [5.253, -3.291, -4.207], [5.414, -4.509, -4.857], [4.284, -5.182, -5.282], [6.466, -2.523, -3.783], [7.529, -3.067, -4.023], [6.320, -1.379, -3.352], [2.130, -5.240, -5.439], [1.837, -3.129, -4.353], [3.789, -1.912, -3.306], [6.380, -4.877, -5.170], [4.423, -6.098, -5.838], [0.657, -3.525, 6.328], [0.992, -2.666, 7.430], [2.137, -1.865, 7.185], [2.367, -0.641, 8.103], [3.204, -0.887, 9.242], [3.029, 0.036, 10.330], [0.435, -2.929, 5.443], [-0.165, -4.206, 6.546], [1.429, -4.205, 5.969], [2.130, -1.540, 6.145], [2.978, -2.551, 7.286], [1.363, -0.238, 8.231], [2.901, 0.061, 7.463], [2.189, -0.180, 10.991], [2.888, 1.049, 9.955], [3.875, -0.154, 10.991], [-2.824, 3.433, -3.282], [-3.706, 2.393, -3.720], [-3.402, 1.978, -5.055], [-4.558, 1.191, -5.757], [-4.850, -0.117, -5.172], [-5.727, -0.913, -5.936], [-1.781, 3.236, -3.529], [-2.861, 3.511, -2.195], [-3.097, 4.395, -3.717], [-2.520, 1.356, -5.211], [-3.304, 2.911, -5.609], [-4.237, 0.963, -6.773], [-5.423, 1.854, -5.770], [-5.162, -1.465, -6.687], [-6.549, -0.339, -6.365], [-6.060, -1.780, -5.365], [-6.224, 3.639, 0.640], [-5.752, 2.453, 1.330], [-5.930, 2.444, 2.740], [-5.303, 1.199, 3.381], [-5.473, -0.043, 2.630], [-4.818, -1.143, 3.258], [-5.962, 3.391, -0.389], [-5.692, 4.548, 0.923], [-7.313, 3.628, 0.656], [-6.945, 2.528, 3.128], [-5.447, 3.370, 3.053], [-5.755, 1.037, 4.360], [-4.276, 1.485, 3.609], [-5.478, -1.709, 3.916], [-4.084, -0.782, 3.979], [-4.493, -1.933, 2.581], [1.632, 5.331, -6.947], [1.238, 3.997, -7.198], [2.351, 3.046, -7.009], [2.687, 2.614, -5.552], [3.084, 3.736, -4.759], [3.260, 3.317, -3.389], [2.427, 5.639, -7.627], [1.937, 5.430, -5.905], [0.773, 5.953, -7.195], [3.292, 3.296, -7.499], [2.051, 2.141, -7.537], [3.534, 1.929, -5.537], [1.823, 2.094, -5.139], [3.422, 4.239, -2.830], [4.154, 2.713, -3.237], [2.361, 2.965, -2.882], [-3.472, -4.043, -2.864], [-4.755, -3.925, -2.314], [-5.065, -5.146, -1.603], [-6.531, -5.064, -1.046], [-6.615, -4.030, -0.092], [-7.913, -3.978, 0.530], [-3.204, -4.900, -3.482], [-2.744, -3.891, -2.067], [-3.371, -3.161, -3.497], [-4.467, -5.244, -0.697], [-4.975, -6.103, -2.116], [-6.775, -5.974, -0.497], [-7.202, -5.010, -1.904], [-8.658, -3.628, -0.185], [-7.816, -3.259, 1.345], [-8.199, -4.948, 0.937], [10.109, -0.312, 0.880], [9.862, -1.578, 1.576], [8.736, -2.262, 1.089], [7.448, -1.461, 1.351], [6.287, -2.327, 1.209], [5.041, -1.709, 1.348], [9.311, 0.429, 0.845], [10.372, -0.486, -0.164], [10.900, 0.252, 1.375], [8.725, -3.268, 1.509], [8.670, -2.524, 0.033], [7.404, -0.706, 0.566], [7.427, -0.974, 2.325], [4.905, -0.717, 0.918], [4.718, -1.632, 2.386], [4.330, -2.310, 0.781]],
  "lowdin_charge": [1.787, -1.506, 0.103, 0.140, 0.188, 0.109, -0.063, -0.061, -0.005, -0.126, -0.008, -0.069, -0.403, 0.092, 0.104, 0.099, 0.106, 0.111, 0.118, 0.104, -0.106, -0.070, 0.045, -0.127, -0.012, -0.073, -0.339, 0.076, 0.064, 0.107, 0.099, 0.107, 0.120, 0.108, -0.110, -0.186, -0.206, -0.191, -0.179, -0.098, 0.079, 0.083, 0.081, 0.114, 0.127, 0.122, 0.117, 0.078, 0.083, 0.087, -0.083, -0.227, -0.182, -0.153, -0.241, -0.118, 0.096, 0.089, 0.094, 0.132, 0.128, 0.129, 0.124, 0.093, 0.097, 0.079, -0.059, -0.249, -0.193, -0.161, -0.223, -0.094, 0.068, 0.103, 0.094, 0.124, 0.129, 0.129, 0.127, 0.083, 0.095, 0.088, -0.120, -0.190, -0.159, -0.204, -0.203, -0.094, 0.087, 0.077, 0.084, 0.118, 0.114, 0.121, 0.113, 0.084, 0.089, 0.085, -0.119, -0.220, -0.164, -0.208, -0.224, -0.077, 0.101, 0.099, 0.083, 0.129, 0.132, 0.127, 0.126, 0.088, 0.087, 0.095, -0.081, -0.164, -0.223, -0.180, -0.189, -0.139, 0.073, 0.088, 0.084, 0.126, 0.120, 0.110, 0.129, 0.082, 0.082, 0.084]
}

=====

# 3
{
  "formula": "C35H43Cl2GeN7O6W",
  "method": "wB97M-V/def2-TZVPD",
  "energy_ev": -143055.982,
  "e_lumo_ev": -14.69,
  "homo_ev": -19.57,
  "total_charge": 4,
  "gap_ev": 4.88,
  "species": ["W", "Cl", "C", "C", "C", "N", "C", "O", "C", "C", "C", "C", "C", "N", "C", "C", "C", "Cl", "N", "C", "O", "C", "C", "C", "C", "C", "N", "H", "H", "H", "H", "H", "H", "H", "H", "H", "H", "C", "C", "C", "O", "C", "O", "O", "H", "H", "H", "H", "H", "H", "H", "C", "N", "C", "C", "C", "N", "C", "O", "N", "H", "H", "H", "H", "H", "H", "H", "C", "C", "C", "C", "Ge", "C", "C", "C", "C", "H", "H", "H", "H", "H", "H", "H", "H", "H", "H", "H", "H", "H", "H", "H", "H", "H", "H", "H"],
  "positions_angstrom": [[-0.542, -0.062, -0.818], [1.607, -6.523, 0.696], [0.783, -5.068, 0.665], [1.135, -4.105, -0.259], [0.462, -2.883, -0.271], [0.624, -1.857, -1.125], [1.475, -2.069, -2.256], [1.636, -3.133, -2.770], [2.128, -0.817, -2.693], [3.252, -0.858, -3.497], [3.887, 0.342, -3.799], [3.345, 1.519, -3.308], [2.192, 1.464, -2.536], [1.599, 0.317, -2.221], [-0.549, -2.610, 0.750], [-0.945, -3.607, 1.638], [-0.313, -4.831, 1.613], [-0.765, -6.030, 2.688], [-1.059, -1.374, 0.731], [-2.475, -1.332, 1.023], [-2.974, -0.817, 1.969], [-3.182, -1.930, -0.153], [-4.411, -2.538, -0.033], [-5.006, -3.057, -1.182], [-4.337, -2.916, -2.385], [-3.104, -2.273, -2.412], [-2.511, -1.786, -1.324], [1.904, -4.334, -0.980], [3.615, -1.809, -3.863], [4.788, 0.355, -4.399], [3.802, 2.476, -3.521], [1.722, 2.365, -2.161], [-1.718, -3.419, 2.373], [-4.884, -2.599, 0.939], [-5.965, -3.554, -1.132], [-4.766, -3.290, -3.305], [-2.575, -2.157, -3.348], [-0.480, 1.592, -4.790], [-1.445, 1.019, -3.762], [-2.816, 0.774, -4.356], [-0.897, -0.255, -3.200], [-1.524, 1.931, -2.534], [-2.356, 2.748, -2.343], [-0.537, 1.624, -1.635], [-0.452, 0.957, -5.677], [0.523, 1.699, -4.387], [-0.829, 2.576, -5.107], [-2.730, 0.128, -5.232], [-3.245, 1.720, -4.684], [-3.496, 0.320, -3.635], [-0.657, -0.798, -3.962], [-4.820, 2.034, -0.276], [-3.715, 2.147, 0.689], [-3.838, 2.896, 1.828], [-2.844, 2.950, 2.739], [-1.644, 2.237, 2.471], [-1.522, 1.553, 1.308], [-2.569, 1.482, 0.501], [-2.444, 0.656, -0.493], [-0.633, 2.237, 3.322], [-5.550, 2.811, -0.072], [-5.299, 1.060, -0.188], [-4.439, 2.167, -1.284], [-4.770, 3.430, 1.953], [-2.956, 3.515, 3.653], [-0.703, 2.741, 4.194], [0.203, 1.708, 3.140], [4.800, 3.412, 2.820], [3.926, 3.009, 1.643], [2.443, 2.989, 1.997], [1.532, 2.535, 0.856], [1.347, 0.514, 0.684], [1.528, -0.615, 2.339], [2.815, -0.331, 3.126], [3.417, -1.611, 3.705], [2.485, -2.384, 4.629], [5.846, 3.461, 2.523], [4.720, 2.710, 3.653], [4.510, 4.392, 3.204], [4.236, 2.024, 1.272], [4.087, 3.711, 0.819], [2.131, 4.006, 2.262], [2.298, 2.379, 2.896], [1.955, 2.853, -0.099], [0.538, 2.974, 0.934], [2.771, 0.206, 0.163], [1.596, -1.632, 1.922], [0.640, -0.605, 2.976], [2.603, 0.377, 3.931], [3.559, 0.133, 2.472], [4.317, -1.333, 4.256], [3.760, -2.258, 2.890], [2.094, -1.747, 5.424], [3.025, -3.208, 5.093], [1.632, -2.819, 4.096]],
  "lowdin_charge": [1.866, 0.955, -0.590, 0.010, -0.148, 0.018, -0.376, 0.200, -0.208, 0.075, 0.042, 0.034, -0.119, -0.012, -0.200, 0.006, -0.595, 0.953, -0.034, -0.419, 0.211, -0.202, 0.058, 0.032, 0.023, -0.075, 0.077, 0.133, 0.149, 0.145, 0.142, 0.122, 0.149, 0.148, 0.144, 0.139, 0.119, 0.044, -0.438, 0.027, -0.106, -0.459, 0.224, -0.234, 0.119, 0.076, 0.130, 0.115, 0.123, 0.092, 0.139, 0.065, 0.019, 0.052, 0.074, -0.299, 0.172, -0.455, -0.171, 0.252, 0.119, 0.113, 0.090, 0.164, 0.147, 0.155, 0.082, -0.083, -0.274, -0.274, -0.287, 0.889, -0.337, -0.275, -0.249, -0.093, 0.088, 0.077, 0.089, 0.091, 0.120, 0.136, 0.083, 0.053, 0.047, 0.017, 0.048, 0.067, 0.114, 0.089, 0.124, 0.113, 0.088, 0.087, 0.051]
}

=====

# 4
{
  "formula": "C4H3NO2",
  "method": "wB97M-V/def2-TZVPD",
  "energy_ev": -9777.495,
  "e_lumo_ev": -0.14,
  "smiles": "N=C=C=C=O.C=O",
  "homo_ev": -9.26,
  "total_charge": 0,
  "gap_ev": 9.11,
  "species": ["C", "C", "C", "C", "N", "O", "O", "H", "H", "H"],
  "positions_angstrom": [[-0.064, -0.230, -0.548], [1.115, -0.685, -0.276], [-0.774, 0.067, -1.588], [-0.923, 0.749, 1.071], [2.222, -0.864, 0.125], [-1.463, 0.280, -2.497], [-0.206, 1.629, 1.439], [-1.896, 0.835, 0.507], [-0.742, -0.162, 1.534], [2.731, -1.619, 0.234]],
  "lowdin_charge": [-0.089, -0.115, -0.162, -0.302, 0.270, 0.204, -0.011, 0.111, 0.064, 0.030]
}